No. 1
Here is a gas-phase ion, C5H13N2O (charge +1) from the OMol25 dataset. Energies are from wB97M-V/def2-TZVPD.

* 2S+1: 1
* LUMO level: -2.99 eV
* maximum force: 0.1251 hartree/bohr
* electronic energy: -382.747162 hartree
* charge: +1
* orbital gap: 10.60 eV
* ΔE to the lowest compared entry with this formula, charge and spin: 300.6 kJ/mol

```
21
Properties=species:S:1:pos:R:3:forces:R:3:nbo_charge:R:1
C 0.6976 0.6780 2.1587 -1.1 -1.3 3.3 -0.096
O 1.6573 -0.3227 2.5910 1.9 0.8 0.4 -0.785
C 0.4096 0.2740 0.7202 0.4 1.0 -1.3 -0.076
C -0.9364 0.7430 0.1458 -1.0 0.1 -0.1 -0.443
C -1.0908 0.6847 -1.4011 -1.4 2.2 -0.7 -0.259
C -0.4591 -0.7303 -3.2434 1.4 -1.9 3.2 0.021
N -0.4484 -0.4423 -1.9844 0.8 -1.0 -1.8 -0.506
N 0.5265 -1.2363 0.5984 3.5 0.1 5.4 -0.701
H 0.9475 1.7575 2.3619 0.1 -1.2 -0.7 0.236
H -0.1350 0.4181 2.9655 0.7 0.9 -2.2 0.201
H 2.4552 -0.0192 3.0973 -1.3 0.1 -0.7 0.516
H 1.2571 0.6907 0.0904 -1.0 -0.5 0.5 0.232
H -1.8168 0.1608 0.4847 0.8 0.0 0.6 0.225
H -1.1454 1.7891 0.4864 0.3 -0.8 -0.3 0.252
H -2.2451 0.5793 -1.6281 2.2 0.8 0.3 0.224
H -0.6472 1.6870 -1.8016 -1.0 -1.7 0.2 0.217
H 0.0777 -1.6558 -3.5052 -0.1 0.4 0.2 0.176
H -0.9322 -0.3406 -4.0792 -1.2 1.8 -1.1 0.178
H -0.0977 -1.6501 1.3509 0.9 0.2 -1.3 0.441
H 0.2933 -1.5179 -0.2895 -0.9 -0.8 -3.2 0.456
H 1.6324 -1.5469 0.8813 -4.0 1.1 -0.8 0.489
```
Positions in Å, forces in eV/Å.

***

No. 2
Here is 2 unconnected molecules or ions with the total composition C30H35N3O5 from the OMol25 dataset. Energies are from wB97M-V/def2-TZVPD.

* 2S+1: 1
* LUMO level: -2.72 eV
* maximum force: 0.0733 hartree/bohr
* electronic energy: -1704.498662 hartree
* orbital gap: 4.22 eV
* ΔE to the lowest compared entry with this formula, charge and spin: 592.1 kJ/mol

```
73
Properties=species:S:1:pos:R:3:forces:R:3:lowdin_charge:R:1
C -2.2644 5.5168 -0.2939 0.3 0.3 0.0 -0.007
N -1.9756 4.1051 -0.1753 -0.3 -0.3 0.1 -0.040
C -2.9836 3.2024 0.0345 -1.1 0.4 0.0 -0.359
O -4.1747 3.4845 0.1417 1.7 -0.6 -0.1 0.093
C -2.3410 1.8181 0.1161 -0.7 0.1 0.6 -0.150
C -2.8172 0.8186 -0.9398 0.0 -0.2 -0.4 -0.076
C -4.2995 0.5548 -0.8304 0.0 -0.2 -0.1 -0.232
C -5.1526 0.8968 -1.8819 -0.1 0.2 0.5 -0.042
C -6.5344 0.8490 -1.6924 0.1 -0.2 0.2 -0.077
C -7.0619 0.3890 -0.4776 0.4 0.1 -0.1 -0.084
C -6.1976 -0.0618 0.5281 0.1 0.0 -0.2 -0.072
C -4.8145 0.0001 0.3446 -0.3 0.3 -0.2 -0.034
N -0.9207 2.1218 -0.0214 1.6 -1.8 -0.1 0.054
C -0.0283 1.1165 0.0111 -1.9 1.1 0.6 0.050
C 1.3373 1.3196 -0.0706 2.0 -0.2 -0.1 -0.050
C 2.3073 0.3500 0.1487 -1.4 0.7 0.3 0.068
C 3.6996 0.6054 -0.0743 2.2 0.7 -0.3 -0.159
C 4.6930 -0.4168 0.0469 -1.3 0.2 0.2 0.036
C 6.0356 -0.1453 -0.0941 1.1 1.2 -0.3 0.042
C 6.4592 1.1788 -0.3660 -2.4 -1.0 0.3 -0.135
N 7.8357 1.5061 -0.4983 3.6 1.1 -0.4 -0.313
O 8.1198 2.7073 -0.7274 -0.6 -2.2 0.4 0.055
O 8.7081 0.6187 -0.3858 -2.0 1.4 -0.2 0.077
C 5.5094 2.2037 -0.5169 0.5 -0.1 -0.1 0.013
C 4.1653 1.9179 -0.4024 -0.3 -0.6 0.2 0.002
C -0.6234 3.5531 -0.2430 -0.1 0.7 -0.1 -0.447
C -0.0196 3.8199 -1.6380 -0.2 -0.2 -0.1 0.015
C 0.2478 4.1569 0.8735 -0.2 -0.1 0.2 0.013
H -3.3461 5.6435 -0.2055 0.2 -0.1 0.0 0.098
H -1.7654 6.0870 0.5017 -0.2 -0.1 -0.2 0.095
H -1.9283 5.9065 -1.2644 -0.1 -0.1 0.2 0.096
H -2.5350 1.4117 1.1273 0.1 0.2 -0.4 0.175
H -2.5814 1.2361 -1.9319 0.0 -0.2 0.2 0.133
H -2.2590 -0.1222 -0.8101 -0.1 0.2 -0.1 0.103
H -4.7118 1.2386 -2.8229 -0.3 0.0 0.3 0.113
H -7.1941 1.1803 -2.4933 0.1 -0.1 0.2 0.102
H -8.1407 0.3794 -0.3179 0.3 0.0 -0.1 0.101
H -6.5932 -0.4522 1.4653 0.0 0.1 -0.3 0.103
H -4.1167 -0.3476 1.1115 -0.3 0.1 -0.1 0.121
H -0.4550 0.1143 0.1259 0.1 0.0 0.1 0.139
H 1.6566 2.3330 -0.3096 0.0 -0.7 -0.1 0.058
H 2.0250 -0.6052 0.5954 0.0 0.0 -0.4 0.107
H 4.3651 -1.4387 0.2578 -0.1 0.1 0.0 0.094
H 6.7880 -0.9230 0.0037 -0.2 0.1 0.0 0.129
H 5.8485 3.2164 -0.7236 -0.1 -0.3 0.0 0.123
H 3.4687 2.7425 -0.5510 0.2 -0.2 0.1 0.105
H -0.7549 3.5579 -2.4121 0.2 0.1 0.2 0.103
H 0.2339 4.8846 -1.7362 -0.1 -0.3 0.0 0.093
H 0.8858 3.2308 -1.8119 -0.2 0.2 0.0 0.076
H -0.3201 4.1508 1.8132 0.2 0.0 -0.2 0.106
H 1.1717 3.5931 1.0254 -0.2 0.2 0.0 0.074
H 0.5094 5.1927 0.6209 -0.1 -0.3 0.1 0.094
C 0.0627 -6.5077 1.9836 0.0 0.0 0.1 -0.066
C 0.4744 -5.3627 1.0598 0.0 0.4 -0.2 -0.573
C 0.8221 -5.9372 -0.3192 0.0 -0.1 0.0 -0.044
C -0.6732 -4.3368 0.9397 0.0 0.1 0.0 -0.071
C -0.3046 -3.0090 0.2352 1.0 -0.3 0.1 -0.438
O -1.2006 -2.2367 -0.1550 -0.2 0.1 0.0 -0.061
C 1.0901 -2.7409 0.0637 -0.2 -0.4 0.6 -0.044
C 2.1129 -3.4109 0.8062 -0.8 -0.2 -0.4 -0.447
O 3.3089 -3.0775 0.8030 0.3 0.2 0.0 -0.051
C 1.6964 -4.6349 1.6395 -0.1 0.0 -0.1 -0.078
H -0.2034 -6.1332 2.9784 0.0 0.0 -0.1 0.080
H -0.8045 -7.0434 1.5785 0.1 0.0 0.1 0.084
H 0.8886 -7.2202 2.1038 -0.1 0.1 0.0 0.084
H 1.1312 -5.1465 -1.0086 -0.1 -0.1 0.1 0.083
H 1.6525 -6.6498 -0.2256 -0.2 0.0 -0.1 0.087
H -0.0484 -6.4523 -0.7463 0.2 0.0 0.0 0.085
H -1.5104 -4.7996 0.3965 0.1 0.3 0.1 0.125
H -1.0310 -4.0992 1.9566 0.0 0.0 -0.3 0.125
H 1.3764 -1.9536 -0.6284 -0.1 -0.1 0.1 0.086
H 1.4554 -4.3132 2.6664 0.1 0.0 -0.2 0.129
H 2.5444 -5.3318 1.6990 0.0 0.3 0.0 0.124
```
Positions in Å, forces in eV/Å.

***

No. 3
Here is a gas-phase ion, C3H6N (charge +1) from the OMol25 dataset. Energies are from wB97M-V/def2-TZVPD.

* 2S+1: 1
* LUMO level: -6.64 eV
* maximum force: 0.0543 hartree/bohr
* electronic energy: -172.239278 hartree
* charge: +1
* orbital gap: 7.03 eV
* ΔE to the lowest compared entry with this formula, charge and spin: 313.3 kJ/mol

```
10
Properties=species:S:1:pos:R:3:forces:R:3:nbo_charge:R:1
C 0.4488 -0.5493 0.4189 0.1 1.0 0.5 -0.074
C 1.7088 0.0815 0.5535 -0.7 -1.2 0.8 -0.310
C -1.5916 0.0050 -0.7864 0.1 1.7 -0.2 0.137
N -0.6227 0.3304 -0.0170 0.7 -1.5 -2.3 -0.416
H -0.0439 -1.5367 0.5101 1.1 0.4 1.7 0.242
H 2.2755 0.3606 -0.3486 -1.2 1.8 0.3 0.245
H 2.2510 0.2708 1.5159 0.1 -2.1 -0.9 0.251
H -2.2165 0.8382 -1.1826 -0.1 -1.1 0.6 0.253
H -1.6365 -1.0246 -1.0696 -0.3 -0.4 -0.5 0.228
H -0.5729 1.2241 0.4056 0.1 1.4 -0.1 0.444
```
Positions in Å, forces in eV/Å.

***

No. 4
Here is a molecular structure, C26H24ClIN4O5PtS from the OMol25 dataset. Energies are from wB97M-V/def2-TZVPD.

* 2S+1: 1
* LUMO level (alpha / beta): -0.41 / -0.41 eV
* maximum force: 0.0512 hartree/bohr
* electronic energy: -2875.780580 hartree
* orbital gap (alpha / beta): 6.82 / 6.82 eV
* ΔE to the lowest compared entry with this formula, charge and spin: 212.8 kJ/mol

```
63
Properties=species:S:1:pos:R:3:forces:R:3:nbo_charge:R:1
Pt -0.1806 0.0666 0.1368 2.0 -1.6 0.8 1.108
Cl -1.0655 -4.3088 5.3846 0.0 -0.1 0.2 -0.006
C -0.7733 -3.6539 3.8087 -0.1 -0.3 -0.3 -0.100
C -1.1371 -4.3874 2.7031 0.2 0.2 0.6 -0.218
C -0.9311 -3.8731 1.4327 0.1 0.3 -0.9 -0.258
I -1.4000 -5.0156 -0.2671 0.0 0.1 0.3 0.135
C -0.4330 -2.5894 1.1954 -0.4 -0.7 1.1 0.400
O -0.3497 -2.0936 0.0164 -0.1 2.5 -0.6 -0.708
C -0.0271 -1.8524 2.3650 -0.3 -0.8 0.1 0.064
N 0.5202 -0.6376 2.1513 -0.1 0.9 -1.0 -0.443
C 0.9755 0.0716 3.1577 0.2 0.1 -0.1 0.062
C 0.8963 -0.3885 4.4807 -0.2 -0.3 0.1 -0.258
C 0.3076 -1.5996 4.7404 0.2 0.2 -0.1 -0.136
C -0.1725 -2.3844 3.6721 0.1 0.0 -0.3 -0.033
H -1.5785 -5.3656 2.8229 0.0 0.0 0.1 0.240
H 1.4538 1.0103 2.9088 -0.1 0.0 0.0 0.239
H 1.2787 0.2249 5.2827 0.1 0.0 0.0 0.229
H 0.2232 -1.9812 5.7476 0.0 0.0 0.0 0.232
C 3.7286 3.9131 -5.2233 0.0 0.0 0.0 -0.632
C 3.1551 3.6775 -3.8565 0.0 0.0 0.0 -0.021
C 2.3050 4.6088 -3.2693 0.0 -0.1 0.0 -0.212
C 1.8199 4.4109 -1.9868 -0.1 0.1 0.1 -0.181
C 2.1876 3.2788 -1.2872 -0.2 0.0 0.5 -0.330
C 3.0171 2.3317 -1.8567 0.1 -0.1 0.0 -0.184
C 3.5025 2.5352 -3.1372 -0.1 0.1 0.0 -0.182
S 1.5551 3.0276 0.3688 0.1 -0.3 0.2 2.337
O 1.2786 4.3138 0.9581 -0.1 -0.2 -0.4 -0.946
O 2.4567 2.1502 1.0701 0.0 0.1 -0.4 -0.951
N 0.1851 2.1972 0.0949 0.9 -2.0 0.2 -0.927
C -1.0664 2.5995 0.3621 -2.1 0.9 0.4 0.377
C -1.5623 3.9103 0.4454 0.2 -0.1 -0.1 -0.296
C -2.9144 4.0890 0.6087 -0.2 -0.3 0.0 -0.144
C -3.7593 2.9814 0.7008 -0.1 0.1 0.0 -0.307
C -3.1970 1.7215 0.6607 -0.1 0.4 0.0 0.069
N -1.8937 1.5430 0.5117 -0.2 0.6 -0.3 -0.546
H 3.3792 4.8573 -5.6337 0.0 0.0 -0.1 0.218
H 3.4527 3.1159 -5.9139 0.0 0.0 0.0 0.216
H 4.8168 3.9394 -5.1679 0.0 0.0 -0.1 0.227
H 2.0287 5.5003 -3.8144 0.0 0.1 0.0 0.214
H 1.1759 5.1338 -1.5102 -0.1 0.1 0.0 0.237
H 3.2850 1.4625 -1.2765 0.1 -0.1 0.0 0.244
H 4.1706 1.8110 -3.5833 0.1 -0.1 0.0 0.208
H -0.8747 4.7340 0.3885 0.0 0.2 0.0 0.243
H -3.3233 5.0883 0.6579 0.0 0.1 0.0 0.216
H -4.8248 3.1054 0.8040 -0.1 0.0 0.0 0.219
H -3.7985 0.8265 0.7474 0.0 -0.1 0.0 0.203
O -1.5196 0.0954 -2.0512 0.0 0.1 0.4 -0.588
C -0.6037 -0.0021 -2.8263 0.2 -0.2 -0.8 0.798
O 0.6555 0.0777 -2.4392 0.2 0.0 0.3 -0.681
C -0.7729 -0.2386 -4.3325 -0.2 0.0 0.2 -0.173
N 0.5444 -0.0672 -4.9506 0.1 -0.4 -0.4 -0.658
C 0.5769 1.2362 -5.6297 0.2 0.5 -0.2 -0.228
C -0.7091 1.9573 -5.2140 0.0 -0.2 0.0 -0.425
C -1.6940 0.8186 -4.9547 0.1 -0.1 0.1 -0.406
H -1.1525 -1.2572 -4.4522 0.1 0.1 0.0 0.243
H 0.7750 -0.8180 -5.5888 -0.1 0.0 0.1 0.389
H 1.2126 0.0006 -3.2585 -0.3 0.0 0.0 0.527
H 0.6185 1.1165 -6.7169 0.0 0.0 0.1 0.189
H 1.4612 1.7932 -5.3104 0.0 0.0 -0.1 0.203
H -1.0475 2.6489 -5.9821 0.0 0.1 0.1 0.227
H -0.5384 2.5027 -4.2854 0.0 0.1 0.0 0.215
H -2.1239 0.4437 -5.8854 0.0 0.0 0.0 0.210
H -2.4991 1.0938 -4.2771 0.0 0.0 0.0 0.243
```
Positions in Å, forces in eV/Å.

***

No. 5
Here is a molecular structure, C8H14CdN4O5S4 from the OMol25 dataset. Energies are from wB97M-V/def2-TZVPD.

* 2S+1: 1
* LUMO level: 4.82 eV
* maximum force: 0.0091 hartree/bohr
* electronic energy: -2669.135726 hartree
* charge: -2
* orbital gap: 6.12 eV
* ΔE to the lowest compared entry with this formula, charge and spin: 69.8 kJ/mol

```
36
Properties=species:S:1:pos:R:3:forces:R:3:nbo_charge:R:1
Cd 0.3554 -0.6859 -1.2086 0.1 0.0 -0.1 1.563
O -1.4161 -1.0528 2.0038 -0.1 0.0 -0.2 -0.765
C -2.3101 0.0305 1.8315 0.1 -0.2 0.1 -0.079
C -1.6780 1.2276 1.1476 -0.1 0.0 0.0 -0.237
N -1.3186 1.0339 -0.2501 0.0 0.0 -0.1 -0.492
C -2.4454 0.6144 -1.0751 0.0 0.1 0.1 -0.363
C -2.7132 -0.9040 -0.9688 0.0 0.0 -0.1 0.773
O -3.8678 -1.2946 -1.1328 0.0 0.0 0.0 -0.710
O -1.6892 -1.6313 -0.7209 0.1 0.0 0.0 -0.872
C -0.5636 2.1941 -0.7077 0.0 0.0 0.0 -0.354
C 0.8584 2.1749 -0.1049 0.1 0.0 0.0 0.771
O 1.3616 3.2453 0.2464 0.0 -0.1 0.0 -0.721
O 1.4021 1.0215 -0.0230 0.0 -0.1 0.0 -0.881
H -1.3071 -1.4816 1.1232 -0.1 0.2 0.3 0.516
H -2.6122 0.3588 2.8313 0.0 -0.1 0.0 0.164
H -3.2214 -0.2804 1.3066 0.1 0.0 0.0 0.180
H -0.7771 1.5123 1.6983 0.0 0.0 0.0 0.206
H -2.3824 2.0776 1.2323 0.0 0.0 0.0 0.155
H -2.2029 0.8074 -2.1219 0.0 0.0 0.0 0.237
H -3.3743 1.1492 -0.8321 0.0 0.0 0.0 0.178
H -1.0491 3.1444 -0.4472 0.0 0.0 0.0 0.174
H -0.4499 2.1402 -1.7934 0.0 0.0 0.0 0.237
N 1.4893 -0.3875 2.7504 -0.1 0.0 0.2 -0.657
N 2.6514 -0.6663 2.0089 0.2 0.0 0.2 -0.446
C 2.6953 -1.6578 1.1027 -0.3 0.0 -0.3 0.301
N 3.7772 -1.6620 0.3039 0.2 -0.4 0.2 -0.793
S 1.4677 -2.8089 0.9659 0.2 0.1 -0.1 -0.345
H 0.8389 0.0576 2.1034 0.0 0.0 -0.1 0.375
H 1.0592 -1.2935 2.9391 0.0 0.1 0.0 0.379
H 3.1806 0.1686 1.8074 -0.1 0.0 -0.1 0.392
H 4.5484 -1.0345 0.4523 -0.2 0.1 -0.1 0.382
H 3.8099 -2.3145 -0.4613 -0.1 0.1 0.0 0.431
S 2.1815 -1.0985 -5.5579 0.0 0.0 0.0 -0.297
C 1.4856 -0.9489 -4.0412 0.0 0.1 0.0 -0.495
S 2.0260 -1.9134 -2.6946 0.0 -0.1 0.1 -0.454
S 0.1899 0.1580 -3.7134 0.0 0.0 0.0 -0.455
```
Positions in Å, forces in eV/Å.

***

No. 6
Here is 2 unconnected molecules or ions with the total composition C9H22BN2O5P from the OMol25 dataset. Energies are from wB97M-V/def2-TZVPD.

* 2S+1: 1
* LUMO level: 3.47 eV
* maximum force: 0.1729 hartree/bohr
* electronic energy: -1207.753055 hartree
* charge: -2
* orbital gap: 1.43 eV

```
40
Properties=species:S:1:pos:R:3:forces:R:3:nbo_charge:R:1
C 3.3372 -1.2775 1.4554 1.1 0.1 -0.3 -0.648
C 2.8302 -0.8557 -0.0496 -0.1 0.3 0.4 -0.450
C 1.1811 -1.0193 -0.2437 1.0 0.1 -0.7 -0.446
C 0.3669 0.1883 0.5104 2.4 0.4 0.5 -0.245
N -1.0378 0.4245 -0.0029 -1.4 -3.1 1.3 -0.794
B -1.8708 1.1811 1.0046 -0.4 2.3 0.5 1.146
N -1.9870 2.7141 0.8140 -0.1 -2.7 -0.9 -1.118
O -2.5444 0.6410 2.1994 -1.3 0.3 -3.1 -0.951
C -1.7041 -0.9017 -0.4269 -0.3 1.2 -6.7 0.902
O -1.9823 -0.9519 -1.7601 1.2 -0.5 8.8 -0.575
O -1.9240 -2.0519 0.4485 -0.7 3.6 -1.9 -0.750
P -3.5465 -2.4762 0.7369 0.3 -3.7 0.5 0.945
C -4.7616 -2.3292 -0.6792 -2.3 0.9 -0.9 -0.997
C -4.2271 -2.0734 2.4557 -1.1 1.2 1.2 -0.985
H 3.8457 -2.3470 1.3886 -1.3 2.0 0.5 0.183
H 4.2089 -0.5376 1.7768 -1.9 -1.5 -0.7 0.225
H 2.5164 -1.2263 2.2869 1.4 -0.3 -1.6 0.186
H 3.4118 -1.5354 -0.8297 -1.5 1.4 1.6 0.203
H 3.1838 0.2596 -0.2412 -0.7 -1.9 -0.1 0.334
H 0.8742 -2.0916 0.1298 0.3 2.1 -0.6 0.192
H 1.0032 -0.9617 -1.4167 0.1 0.0 2.5 0.237
H 0.3821 0.0344 1.6810 0.0 0.1 -2.2 0.175
H 0.9722 1.1963 0.3047 -1.3 -2.2 0.3 0.256
H -1.4485 3.0210 -0.0267 -0.9 -0.3 0.9 0.399
H -2.9882 2.9955 0.7308 1.3 0.0 0.3 0.376
H -3.5287 0.6108 1.9391 2.0 0.1 0.9 0.475
H -5.7583 -1.8209 -0.2620 2.0 -1.0 -0.8 0.220
H -5.1012 -3.4151 -1.0371 1.1 2.3 0.9 0.237
H -4.4577 -1.7124 -1.6197 -0.2 -1.1 1.8 0.281
H -4.8576 -3.0081 2.8466 1.5 1.8 -1.2 0.236
H -3.3451 -1.9271 3.2186 -1.7 -0.1 -1.7 0.275
H -4.9766 -1.1602 2.4938 1.6 -1.5 0.2 0.193
O 4.4211 1.7261 -1.0781 0.1 -0.7 1.3 -0.960
C 4.4867 2.8998 -1.7236 -0.5 -1.0 -0.7 -0.035
C 3.9982 2.7036 -3.2347 0.5 1.3 0.6 -0.034
O 4.0930 3.8708 -3.8869 -0.2 0.2 -1.0 -0.939
H 5.4786 3.3805 -1.7882 0.6 -0.2 -0.2 0.065
H 3.8753 3.7255 -1.3195 -0.6 0.1 0.1 0.064
H 2.9940 2.2496 -3.1632 -0.7 0.1 0.2 0.060
H 4.5868 1.8577 -3.6320 0.6 -0.2 -0.2 0.060
```
Positions in Å, forces in eV/Å.